{"formula": "C14H23N3O2S", "method": "the ωB97M-V functional and the def2-TZVPD basis", "species": ["C", "C", "C", "C", "C", "C", "C", "C", "C", "C", "C", "S", "C", "N", "C", "N", "N", "O", "C", "O", "H", "H", "H", "H", "H", "H", "H", "H", "H", "H", "H", "H", "H", "H", "H", "H", "H", "H", "H", "H", "H", "H", "H"], "coordinates": [[4.84, 2.73, 2.71], [4.20, 1.40, 2.32], [2.87, 1.14, 3.03], [1.76, 2.16, 2.72], [1.40, 2.29, 1.24], [0.95, 0.99, 0.57], [-0.33, 0.43, 1.18], [-0.81, -0.82, 0.45], [-1.37, -0.60, -0.95], [-2.53, -1.61, -1.04], [-3.77, -1.07, -1.75], [-3.38, -0.47, -3.42], [-3.10, -1.98, -4.22], [-3.07, -3.17, -3.66], [-2.81, -3.99, -4.71], [-2.68, -3.38, -5.85], [-2.86, -2.08, -5.54], [-2.90, -1.90, 0.31], [-1.98, -1.48, 1.18], [-2.09, -1.62, 2.37], [5.82, 2.81, 2.26], [4.95, 2.80, 3.79], [4.24, 3.56, 2.36], [4.88, 0.59, 2.59], [4.06, 1.36, 1.24], [2.52, 0.14, 2.77], [3.04, 1.16, 4.11], [2.07, 3.14, 3.08], [0.87, 1.88, 3.28], [0.60, 3.03, 1.15], [2.27, 2.68, 0.69], [1.74, 0.25, 0.63], [0.78, 1.20, -0.49], [-0.17, 0.16, 2.22], [-1.12, 1.19, 1.15], [0.00, -1.56, 0.43], [-0.64, -0.77, -1.74], [-1.76, 0.42, -1.05], [-2.23, -2.54, -1.52], [-4.53, -1.84, -1.84], [-4.17, -0.21, -1.21], [-2.73, -5.05, -4.60], [-2.81, -1.36, -6.24]], "mulliken_charge": [-1.24, -0.40, -0.64, -0.76, -0.89, -0.48, -0.93, 0.58, -1.23, 0.65, -1.15, -0.23, 0.41, -0.41, -0.11, -0.72, 0.22, -0.41, 0.17, -0.60, 0.39, 0.29, 0.28, 0.40, 0.23, 0.27, 0.44, 0.44, 0.33, 0.39, 0.37, 0.28, 0.37, 0.42, 0.25, 0.37, 0.36, 0.48, 0.25, 0.47, 0.47, 0.45, 0.20], "max_force_ev_per_a": 1.00, "total_energy_ha": -1260.2273, "de_lowest_kcal_mol": 0.0, "smiles": "CCCCCCC[C@@H]1C[C@H](CSc2ncn[nH]2)OC1=O"}